{"formula": "CH7N6", "method": "wB97M-V/def2-TZVPD", "max_force_ev_per_a": 4.471, "total_energy_ha": -370.384418, "multiplicity": 1, "de_lowest_kcal_mol": 132.1, "charge": 1, "homo_ev": -12.958, "homo_lumo_gap_ev": 8.13, "elements": ["C", "N", "N", "N", "N", "N", "N", "H", "H", "H", "H", "H", "H", "H"], "xyz": [[3.638, 1.062, 0.137], [1.372, 0.306, -0.380], [1.641, -0.834, 0.064], [3.801, -0.112, 0.305], [2.942, -1.045, 0.499], [0.106, 0.619, -0.638], [-2.097, -0.306, 0.145], [-3.025, -0.034, -0.319], [3.108, -2.047, 0.731], [3.543, 2.002, -0.294], [-0.018, 1.541, -1.006], [-1.894, 0.268, 1.008], [-0.875, -0.013, -0.574], [-2.172, -1.252, 0.248]], "forces_ev_per_a": [[-0.798, -3.247, 0.058], [0.592, -0.176, 0.923], [-1.734, 0.270, -0.360], [0.438, 2.616, 0.355], [-1.312, -1.636, -0.260], [0.851, -1.088, -0.248], [-1.913, 3.898, -1.063], [1.827, -0.085, 1.155], [0.591, 1.457, -0.457], [0.555, 1.415, -0.549], [0.524, 0.381, -0.224], [-0.784, -1.351, -1.148], [1.178, 0.574, 0.658], [-0.017, -3.029, 1.160]], "mulliken_charge": [0.196, 0.302, -0.291, -0.143, 0.048, -0.589, -0.818, 0.295, 0.320, 0.386, 0.189, 0.324, 0.510, 0.270]}

{"formula": "CH7N6", "method": "wB97M-V/def2-TZVPD", "max_force_ev_per_a": 6.406, "total_energy_ha": -370.480588, "multiplicity": 1, "de_lowest_kcal_mol": 71.8, "charge": 1, "homo_ev": -14.959, "homo_lumo_gap_ev": 10.32, "elements": ["C", "N", "N", "N", "N", "N", "N", "H", "H", "H", "H", "H", "H", "H"], "xyz": [[0.489, 1.890, -0.356], [-0.189, 3.031, -0.695], [-1.411, 2.887, -0.623], [-0.276, 0.873, -0.158], [-1.744, 1.789, -0.244], [1.810, 1.876, -0.606], [-0.425, -1.667, 0.379], [-0.070, -0.158, -0.221], [-2.578, 1.288, -0.244], [2.389, 1.164, -0.263], [2.083, 2.612, -1.201], [-1.043, -1.424, 1.096], [0.475, -2.145, 0.758], [-0.835, -2.449, -0.148]], "forces_ev_per_a": [[0.928, -0.864, -2.106], [2.654, 2.993, -0.474], [-0.526, 1.491, -0.331], [-3.039, 3.590, 0.499], [3.100, -5.451, 1.304], [-2.211, 0.290, 0.889], [3.381, -2.537, -1.483], [-1.131, -0.977, 0.590], [-1.945, -0.674, -0.128], [0.918, -0.764, 0.106], [1.001, 0.875, -0.349], [-0.895, 0.109, 1.668], [-2.141, 1.315, -0.301], [-0.094, 0.605, 0.115]], "mulliken_charge": [0.579, -0.227, -0.213, -0.095, 0.199, -0.335, -0.902, 0.418, 0.272, 0.219, 0.249, 0.268, 0.300, 0.269]}

{"formula": "CH7N6O", "method": "wB97M-V/def2-TZVPD", "max_force_ev_per_a": 5.394, "total_energy_ha": -445.506614, "multiplicity": 3, "charge": 1, "homo_ev": [-9.979, -14.570], "homo_lumo_gap_ev": [6.35, 6.86], "elements": ["C", "N", "N", "N", "N", "N", "N", "O", "H", "H", "H", "H", "H", "H", "H"], "xyz": [[1.871, -0.512, -0.276], [2.409, 1.527, 0.358], [3.492, 0.929, 0.104], [1.413, 0.697, 0.249], [3.159, -0.333, -0.405], [-2.138, -0.002, -0.224], [0.162, 1.027, 0.581], [4.204, -1.078, -0.627], [1.310, -1.318, -0.737], [-2.169, 0.571, -1.016], [-2.276, -0.976, -0.287], [0.353, 2.026, 0.692], [-0.664, 0.531, 0.177], [-2.705, 0.389, 0.502], [5.104, -0.576, -0.440]], "forces_ev_per_a": [[-3.406, -4.089, 0.240], [1.117, 1.834, 1.424], [-0.345, 1.691, -0.108], [-1.688, -1.855, -0.835], [2.482, 3.165, -0.530], [1.415, 0.727, 1.872], [5.085, 1.800, 0.008], [3.355, -1.845, 0.116], [-0.164, 0.643, 0.014], [-0.730, 0.213, -1.779], [-0.361, -0.950, -0.717], [-1.732, 0.451, 0.580], [-1.665, -1.035, -0.301], [-0.515, 0.085, 0.289], [-2.849, -0.835, -0.273]], "lowdin_spin": [0.430, -0.065, 0.319, 0.287, 0.372, 0.007, 0.472, 0.103, 0.043, 0.000, 0.001, 0.009, 0.018, 0.001, 0.004]}

{"formula": "CH7NO2", "method": "wB97M-V/def2-TZVPD", "max_force_ev_per_a": 4.179, "total_energy_ha": -247.475482, "multiplicity": 1, "de_lowest_kcal_mol": 27.5, "charge": 0, "homo_ev": -10.642, "homo_lumo_gap_ev": 11.37, "smiles": "C=N.O.O", "elements": ["C", "N", "H", "H", "H", "H", "H", "O", "H", "H", "O"], "xyz": [[-2.349, 1.582, -2.450], [-3.213, 1.820, -1.483], [-2.319, 0.570, -2.812], [-1.599, 2.252, -2.771], [-3.011, 2.824, -1.190], [0.753, -2.215, -2.043], [0.114, -3.108, -0.809], [0.128, -2.905, -1.814], [3.822, -0.636, 5.805], [3.542, -0.163, 4.440], [4.132, -0.021, 5.127]], "forces_ev_per_a": [[-2.592, -0.670, 3.210], [2.623, 1.418, -2.033], [-0.086, -0.308, -0.487], [0.687, 0.936, -0.465], [-0.631, -1.384, -0.221], [0.171, 0.041, 0.624], [0.449, 0.993, -2.752], [-0.619, -1.027, 2.122], [0.244, 0.200, 0.016], [-1.708, -0.262, -2.267], [1.464, 0.062, 2.252]], "mulliken_charge": [-0.268, -0.466, 0.269, 0.226, 0.239, 0.319, 0.333, -0.652, 0.320, 0.303, -0.623]}

{"formula": "CH7NO3", "method": "wB97M-V/def2-TZVPD", "max_force_ev_per_a": 3.004, "total_energy_ha": -322.488328, "multiplicity": 1, "de_lowest_kcal_mol": 188.5, "charge": 0, "homo_ev": -8.660, "homo_lumo_gap_ev": 3.69, "elements": ["C", "N", "O", "H", "H", "H", "H", "H", "O", "H", "H", "O"], "xyz": [[1.255, -0.069, -0.012], [2.150, 0.881, 0.417], [1.676, -0.471, -1.313], [0.193, 0.357, 0.001], [1.176, -0.907, 0.696], [2.430, 0.671, 1.383], [-1.925, -1.704, 0.487], [-2.072, -0.057, 0.024], [-1.401, -0.897, 0.396], [2.533, -0.033, -1.361], [-3.201, 1.501, -0.164], [-2.814, 0.727, -0.553]], "forces_ev_per_a": [[2.945, -0.564, -0.178], [-0.662, -0.525, -0.080], [-1.366, 0.416, 1.026], [-0.748, -0.304, 0.029], [-0.312, -0.154, -0.371], [-0.600, 0.608, 0.250], [0.298, 0.027, -0.202], [-0.501, 0.182, -0.274], [0.378, 0.395, 0.441], [0.329, -0.084, -0.619], [-0.082, 0.371, 0.600], [0.320, -0.368, -0.623]], "mulliken_charge": [0.243, -0.411, -0.429, 0.215, 0.321, 0.300, 0.253, 0.398, -0.694, 0.314, 0.240, -0.749]}

{"formula": "CH7NOS2", "method": "wB97M-V/def2-TZVPD", "max_force_ev_per_a": 5.942, "total_energy_ha": -968.612352, "multiplicity": 1, "de_lowest_kcal_mol": 22.8, "charge": 0, "homo_ev": -8.396, "homo_lumo_gap_ev": 8.94, "smiles": "NCO.SS", "elements": ["S", "S", "H", "H", "N", "C", "O", "H", "H", "H", "H", "H"], "xyz": [[2.180, 1.581, -0.450], [1.055, 3.021, 0.354], [1.668, 0.591, 0.292], [0.584, 3.717, -0.742], [0.422, -1.128, 0.081], [-1.030, -1.140, -0.323], [-2.057, -0.923, 0.740], [0.413, -1.352, 1.078], [0.927, -1.856, -0.380], [-1.101, -0.243, -0.917], [-1.296, -2.102, -0.842], [-1.766, -0.170, 1.110]], "forces_ev_per_a": [[1.207, -0.608, -0.707], [-1.095, 1.873, 0.400], [-0.300, -0.130, -0.351], [0.297, -0.866, 0.467], [-1.880, 0.068, 1.670], [-0.557, -0.128, 0.208], [0.972, -4.932, -3.168], [0.318, -0.182, -0.170], [0.190, -0.589, -0.292], [-0.402, -0.157, -0.910], [0.063, 1.200, 0.460], [1.186, 4.451, 2.393]], "mulliken_charge": [-0.150, -0.212, 0.190, 0.154, -0.511, -0.248, -0.477, 0.250, 0.223, 0.249, 0.254, 0.280]}

Question: Look up the multiplicity of the sixth one.
Answer: 1

Question: Number 2 is which compound?
Answer: CH7N6

Question: The highest multiplicity belongs to which entry?
Answer: CH7N6O

Question: multiplicity of number 6 (CH7NOS2)?
Answer: 1